# 1
Here is the ion C6H10NOS with charge +1 at a distorted geometry from the Open Molecules 2025 dataset. Energies are from the ωB97M-V functional and the def2-TZVPD basis.

XYZ file:
```
19
Properties=species:S:1:pos:R:3
C -2.3063 -1.1826 -0.0634
C -0.0345 -1.5825 -1.2299
C -1.4250 -0.3718 0.5069
C -1.2730 0.5354 1.6286
C 1.1412 1.6772 -0.5652
C 1.3282 0.1735 -0.1999
N 0.0716 -0.5639 -0.4185
O 2.2651 -0.4056 -1.0554
S -1.5590 -2.3009 -1.2633
H -3.3092 -1.2354 0.3003
H 0.7269 -2.1417 -1.6945
H -1.5696 1.5409 1.4407
H -1.9102 0.2172 2.4773
H -0.2572 0.4182 1.9092
H 0.1973 2.0324 -0.1566
H 1.1659 1.6402 -1.7088
H 1.9736 2.1751 -0.0780
H 1.6216 0.1278 0.8780
H 3.1526 -0.7536 -0.7075
```

Properties
**Energy**: -762.4989 Ha
**HOMO**: -14.091 eV
**LUMO energy**: -3.870 eV
**Gap between HOMO and LUMO**: 10.221 eV
**Net charge**: +1
**Energy relative to the best compared isomer or geometry (same formula, charge and spin)**: 28.1 kcal/mol

natural (NBO) charges in e: -0.401, -0.039, 0.288, -0.701, -0.621, 0.253, -0.335, -0.740, 0.522, 0.292, 0.281, 0.263, 0.276, 0.243, 0.215, 0.244, 0.239, 0.192, 0.528

# 2
Here is the molecule C10H12FIO2 at a distorted geometry from the Open Molecules 2025 dataset. Energies are from the ωB97M-V functional and the def2-TZVPD basis.

XYZ file:
```
26
Properties=species:S:1:pos:R:3
C 1.0453 1.8545 -2.2042
O 0.1742 1.3772 -1.1128
C 0.6750 0.3266 -0.3647
O 1.2850 -0.7463 -1.0711
C 0.6018 -1.6549 -1.9422
C -0.4481 -0.0968 0.5578
C -0.4278 -1.4013 1.0323
C -1.5076 -1.8127 1.8435
C -2.3942 -0.8841 2.2175
C -2.5053 0.3789 1.7291
C -1.4509 0.8210 0.9133
C 1.9410 0.7744 0.6035
F 3.0777 0.9545 -0.0921
I 1.4879 2.6815 1.5882
H 0.4465 2.4849 -2.7923
H 1.5377 1.0061 -2.5636
H 1.8364 2.4703 -1.9525
H -0.4295 -1.8354 -1.6523
H 1.1847 -2.4622 -1.7992
H 0.6831 -1.2007 -2.9294
H 0.3210 -2.0806 0.6580
H -1.6173 -2.7160 2.3861
H -3.0835 -1.1351 2.9836
H -3.3185 0.9167 2.1682
H -1.2637 1.8600 0.3860
H 2.1491 0.1195 1.4095
```

Properties
**Energy**: -936.1979 Ha
**HOMO**: -9.148 eV
**LUMO energy**: 0.562 eV
**Gap between HOMO and LUMO**: 9.710 eV
**SMILES**: COC(OC)(c1ccccc1)[C@@H](F)I
**Energy relative to the best compared isomer or geometry (same formula, charge and spin)**: 0.0 kcal/mol

natural (NBO) charges in e: -0.257, -0.546, 0.498, -0.571, -0.239, -0.121, -0.191, -0.221, -0.199, -0.219, -0.174, 0.130, -0.350, 0.022, 0.198, 0.192, 0.183, 0.188, 0.192, 0.181, 0.221, 0.216, 0.201, 0.221, 0.261, 0.184

# 3
Here is a cluster of 2 separate species, C19H18Cl2N in total at a distorted geometry from the Open Molecules 2025 dataset. Energies are from the ωB97M-V functional and the def2-TZVPD basis.

XYZ file:
```
40
Properties=species:S:1:pos:R:3
C -2.4090 -1.9077 -2.1755
C -0.9859 -1.5331 -2.0101
C -0.4628 -0.2970 -1.5209
N 0.9090 -0.4197 -1.5652
C 1.2918 -1.6637 -1.9804
C 2.7205 -1.9679 -2.1559
C 0.1258 -2.3765 -2.2894
H -2.4500 -3.0062 -2.2589
H -3.0593 -1.5948 -1.3413
H -2.8325 -1.5100 -3.1174
H -0.9456 0.6725 -1.6782
H 1.5626 0.2828 -1.2231
H 2.8402 -3.0517 -2.1871
H 3.1276 -1.5636 -3.0979
H 3.3089 -1.5772 -1.3127
H 0.0884 -3.3998 -2.6660
Cl 1.2790 6.2597 0.4075
C 0.7858 4.6274 0.2758
C -0.3183 4.2977 -0.5301
C -0.7875 2.9839 -0.5294
C -0.1880 1.9752 0.2731
C -0.8633 0.6889 0.3859
C -0.6436 -0.2279 1.4938
C -1.2190 -1.5098 1.3661
C -1.0274 -2.5161 2.3030
C -0.2985 -2.2236 3.4722
Cl 0.0309 -3.4751 4.5870
C 0.2038 -0.9323 3.6922
C 0.0251 0.0576 2.7180
C 1.0434 2.2937 0.8974
C 1.4955 3.6177 0.9502
H -0.7707 5.0561 -1.1582
H -1.6673 2.7316 -1.1286
H -1.9600 0.7400 0.1299
H -1.8142 -1.7210 0.4792
H -1.3723 -3.5267 2.1029
H 0.7849 -0.7214 4.5967
H 0.3807 1.0679 2.9343
H 1.6430 1.5177 1.3815
H 2.4286 3.8523 1.4794
```

Properties
**Energy**: -1709.6722 Ha
**HOMO**: -11.598 eV
**LUMO energy**: -5.096 eV
**Gap between HOMO and LUMO**: 6.503 eV
**Net charge**: +1
**Energy relative to the best compared isomer or geometry (same formula, charge and spin)**: 14.4 kcal/mol

natural (NBO) charges in e: -0.663, 0.067, -0.117, -0.502, 0.283, -0.670, -0.296, 0.241, 0.229, 0.253, 0.268, 0.429, 0.250, 0.259, 0.239, 0.249, 0.085, -0.002, -0.215, -0.147, -0.181, 0.010, -0.081, -0.165, -0.217, -0.014, 0.073, -0.234, -0.168, -0.159, -0.233, 0.249, 0.224, 0.234, 0.216, 0.243, 0.248, 0.229, 0.234, 0.250

# 4
Here is a cluster of 6 separate species, C46H38ClN2O10 in total at a distorted geometry from the Open Molecules 2025 dataset. Energies are from the ωB97M-V functional and the def2-TZVPD basis.

XYZ file:
```
97
Properties=species:S:1:pos:R:3
C -1.6391 1.7569 3.3821
C -1.4364 0.6468 2.9969
C -1.2182 -0.6890 2.4551
C -0.2875 -0.5308 1.2770
C 1.0264 -0.9164 1.3791
C 1.8864 -0.7194 0.3138
C 1.4177 -0.1316 -0.8185
N 0.1295 0.2569 -0.9412
C -0.2980 0.9264 -2.1915
C 0.6760 2.0243 -2.6601
C -0.0474 3.3821 -2.6309
C -0.2262 3.8087 -1.1778
N 0.8448 4.6365 -0.6588
C 2.0911 4.9034 -1.1711
C 2.7259 5.7409 -0.3071
C 1.8528 5.9876 0.7807
C 0.7106 5.2885 0.5292
C -0.7197 0.0356 0.0830
Cl -2.3512 0.4866 -0.0908
H -1.6548 2.8116 3.5021
H -0.7569 -1.2952 3.2175
H -2.1477 -1.1290 2.1168
H 1.3872 -1.3701 2.2851
H 2.9150 -1.0238 0.3975
H 2.0609 0.0415 -1.6614
H -1.2654 1.3749 -2.0551
H -0.4335 0.1566 -2.9446
H 1.0107 1.7909 -3.6635
H 1.5340 2.1198 -2.0018
H -1.0268 3.2998 -3.0890
H 0.5740 4.0820 -3.1771
H -0.3200 2.9345 -0.5291
H -1.1497 4.3694 -1.0736
H 2.4142 4.4841 -2.1017
H 3.7191 6.1258 -0.4340
H 2.0492 6.6110 1.6304
H -0.1634 5.2218 1.1508
C -0.2418 8.4679 4.4070
C -0.6934 7.5573 3.5489
C -0.8509 6.1387 3.9479
O -1.2593 5.3071 3.1597
C -0.4886 5.7688 5.3363
C -0.0370 6.6773 6.1963
C 0.1217 8.1008 5.8003
O 0.5313 8.9281 6.5815
H -0.1180 9.5090 4.1379
H -0.9632 7.8031 2.5294
H -0.6119 4.7270 5.6039
H 0.2340 6.4297 7.2145
C -0.3854 -5.1845 5.0693
C 0.4854 -6.1770 5.2390
C 1.4550 -6.5406 4.1719
O 2.2446 -7.4456 4.3177
C 1.4163 -5.7532 2.9113
C 0.5420 -4.7654 2.7480
C -0.4221 -4.4034 3.8107
O -1.2130 -3.4901 3.6531
H -1.1004 -4.9019 5.8314
H 0.5294 -6.7614 6.1491
H 2.1280 -6.0247 2.1407
H 0.4958 -4.1838 1.8340
C 1.2445 -6.9769 -1.9065
C 0.7858 -8.0391 -2.5608
C 0.8761 -9.4006 -1.9746
O 0.4551 -10.3686 -2.5666
C 1.4964 -9.5287 -0.6296
C 1.9530 -8.4630 0.0226
C 1.8597 -7.1062 -0.5685
O 2.2705 -6.1304 0.0342
H 1.1834 -5.9764 -2.3141
H 0.3260 -7.9642 -3.5364
H 1.5515 -10.5288 -0.2190
H 2.4082 -8.5334 1.0036
C -4.6319 -8.6305 -1.6459
C -3.6260 -8.2064 -2.4068
C -2.7805 -7.0612 -1.9940
O -1.8603 -6.6737 -2.6862
C -3.0932 -6.4071 -0.6997
C -4.0978 -6.8292 0.0626
C -4.9484 -7.9764 -0.3507
O -5.8607 -8.3601 0.3447
H -5.2621 -9.4640 -1.9281
H -3.3773 -8.6706 -3.3526
H -2.4599 -5.5750 -0.4173
H -4.3442 -6.3666 1.0100
C 1.8503 8.1971 -6.9179
C 2.5581 7.4179 -6.1043
C 1.9509 6.8215 -4.8902
O 2.5950 6.1109 -4.1455
C 0.5257 7.1284 -4.6136
C -0.1835 7.9075 -5.4252
C 0.4228 8.5032 -6.6445
O -0.2235 9.2093 -7.3842
H 2.2731 8.6423 -7.8093
H 3.5991 7.1826 -6.2852
H 0.1055 6.6879 -3.7175
H -1.2233 8.1462 -5.2415
```

Properties
**Energy**: -3097.2997 Ha
**HOMO**: -10.250 eV
**LUMO energy**: -4.021 eV
**Gap between HOMO and LUMO**: 6.229 eV
**Net charge**: +1

Mulliken charges in e: 0.843, -1.170, -1.195, 0.134, -0.128, -1.259, -0.066, 0.085, -0.919, -0.968, -0.814, -0.378, 0.310, -0.230, -1.153, -0.265, -0.843, 1.063, -0.107, 0.535, 0.176, 0.464, 0.553, 0.485, 0.605, 0.539, 0.281, 0.365, 0.728, 0.522, 0.021, 0.358, 0.434, 0.405, 0.464, 0.531, 0.600, -0.419, -0.315, 0.569, -0.554, -0.325, -0.406, 0.284, -0.526, 0.417, 0.439, 0.401, 0.414, -0.461, -0.437, 0.118, -0.535, -0.510, -0.138, 0.279, -0.565, 0.458, 0.428, 0.717, 0.641, -0.185, -0.480, 0.368, -0.546, -0.478, -0.309, 0.548, -0.616, 0.413, 0.356, 0.445, 0.478, -0.391, -0.324, 0.506, -0.550, -0.420, -0.374, 0.316, -0.523, 0.420, 0.429, 0.503, 0.425, -0.406, -0.407, 0.398, -0.493, -0.099, -0.458, 0.282, -0.524, 0.406, 0.429, 0.451, 0.430

- LUMO energy of number 3 (C19H18Cl2N)?
  -5.096 eV